[1]
7
Properties=species:S:1:pos:R:3 method="wB97M-V/def2-TZVPD" spin_multiplicity=1 smiles=N.O relative_energy_kcal_mol=13.07 total_charge=0 homo_lumo_gap_ev=9.8 homo_ev=-8.85 e_tot_ha=-132.97205 fmax_ev_per_a=1.955
N 0.703 -0.418 -0.862
H 0.986 -0.838 -1.728
H 1.476 -0.457 -0.223
H 0.044 0.323 -0.797
O -0.886 0.654 0.898
H -1.752 0.237 0.915
H -0.571 0.498 1.797

---

[2]
10
Properties=species:S:1:pos:R:3 method="wB97M-V/def2-TZVPD" spin_multiplicity=1 smiles="N[Si](=O)O.O" relative_energy_kcal_mol=73.58 total_charge=0 homo_lumo_gap_ev=9.9 homo_ev=-10.14 e_tot_ha=-573.03853 fmax_ev_per_a=3.615
N 0.218 1.111 0.761
Si 1.126 -0.152 -0.014
O 1.002 -1.481 0.675
O 2.268 0.412 -0.988
H -0.279 0.920 1.563
H -0.456 1.523 0.142
H 1.788 1.101 -1.490
O -1.799 -0.881 -0.416
H -1.407 -1.015 0.486
H -2.460 -1.538 -0.718

---

[3]
9
Properties=species:S:1:pos:R:3 method="wB97M-V/def2-TZVPD" spin_multiplicity=1 relative_energy_kcal_mol=31.62 total_charge=0 homo_lumo_gap_ev=9.7 homo_ev=-9.61 e_tot_ha=-712.00600 fmax_ev_per_a=3.925
N -0.418 0.290 -0.797
O 0.722 0.024 1.423
Si -1.228 -0.263 0.551
Si 1.287 0.382 -0.025
H -0.440 -0.168 -1.726
H -2.132 0.739 1.038
H -1.677 -1.606 0.722
H 1.805 -0.918 -0.697
H 2.081 1.520 -0.490

---

[4]
9
Properties=species:S:1:pos:R:3 method="wB97M-V/def2-TZVPD" spin_multiplicity=1 relative_energy_kcal_mol=25.19 total_charge=0 homo_lumo_gap_ev=10.1 homo_ev=-9.87 e_tot_ha=-712.01624 fmax_ev_per_a=5.292
N 0.459 -0.926 -0.112
O -0.706 1.232 -0.015
Si 1.148 0.634 -0.219
Si -1.215 -0.251 0.177
H 1.000 -1.744 0.307
H 2.019 1.344 0.626
H 1.189 1.109 -1.611
H -1.906 -1.268 -0.587
H -1.989 -0.128 1.434

---

[5]
10
Properties=species:S:1:pos:R:3 method="wB97M-V/def2-TZVPD" spin_multiplicity=1 relative_energy_kcal_mol=41.81 total_charge=0 homo_lumo_gap_ev=6.6 homo_ev=-8.19 e_tot_ha=-1536.76526 fmax_ev_per_a=3.225
N 0.580 -0.323 -0.650
P -1.745 -0.531 0.258
P 1.709 -0.086 0.464
S 3.397 0.405 -0.386
S -2.796 0.994 -0.552
H 0.889 -0.761 -1.526
H -2.247 -1.210 -0.899
H 1.077 0.845 1.309
H 1.762 -1.176 1.459
H -2.626 1.843 0.522

---

[6]
8
Properties=species:S:1:pos:R:3 method="wB97M-V/def2-TZVPD" spin_multiplicity=1 smiles=SS.N relative_energy_kcal_mol=9.35 total_charge=0 homo_lumo_gap_ev=9.0 homo_ev=-9.19 e_tot_ha=-854.09878 fmax_ev_per_a=1.967
S -1.371 0.797 0.430
S -1.088 0.508 2.584
H -0.392 1.721 0.470
H -0.922 -0.812 2.728
N 1.011 -0.629 -1.358
H 0.099 -0.299 -1.207
H 1.660 0.107 -1.649
H 1.002 -1.393 -1.999